{"formula": "C19H29F5NO2P2Tl", "method": "wB97M-V/def2-TZVPD", "total_charge": 0, "homo_lumo_gap_ev": 7.890, "homo_energy_ev": -7.49, "elements": ["C", "C", "N", "C", "C", "C", "C", "P", "Tl", "P", "C", "C", "C", "C", "C", "C", "C", "O", "O", "H", "H", "H", "C", "C", "H", "H", "H", "H", "C", "C", "H", "H", "H", "H", "H", "H", "H", "H", "H", "H", "H", "H", "H", "H", "H", "H", "H", "H", "H", "H", "H", "H", "F", "C", "F", "C", "F", "F", "F"], "coordinates": [[-0.9939, -3.6213, 2.4167], [-0.7124, -2.6856, 1.3949], [-0.2888, -1.4376, 1.7241], [-0.1705, -1.0734, 3.0032], [-0.3722, -1.9836, 4.0545], [-0.7959, -3.2723, 3.7428], [-0.8833, -3.0470, -0.0361], [0.1811, -2.1605, -1.2013], [0.4331, 0.3305, -0.3677], [-0.0205, 1.5390, 1.9452], [0.2669, 0.3522, 3.3342], [0.3794, 1.6523, -2.1137], [1.3519, 1.5822, -3.1033], [1.3013, 2.4879, -4.1887], [0.2703, 3.4394, -4.2559], [-0.7188, 3.4918, -3.2578], [-0.6512, 2.5807, -2.1752], [-3.2495, -2.6238, -0.8812], [-3.0514, -0.3771, -1.6826], [-1.3278, -4.6101, 2.1034], [-0.2105, -1.6290, 5.0685], [-0.9826, -3.9928, 4.5411], [1.6356, -3.2173, -1.3765], [-0.6282, -2.2563, -2.8246], [-0.2799, 0.7248, 4.2137], [1.3457, 0.3660, 3.5631], [-2.2831, -2.8575, -0.4843], [-0.7220, -4.1342, -0.1761], [1.0720, 2.9473, 2.2870], [-1.6914, 2.1687, 2.3473], [2.1591, 0.8467, -3.0469], [2.0772, 2.4408, -4.9681], [0.2305, 4.1476, -5.0971], [-1.5363, 4.2232, -3.3060], [-1.4096, 2.5942, -1.3851], [-2.0476, 0.0921, -0.9971], [-3.0296, 0.0576, -2.5487], [-3.2787, -1.5520, -1.3322], [-3.9781, -2.7177, -0.2326], [-1.4169, 0.4208, -0.4947], [1.3033, -4.2467, -1.5637], [2.2505, -2.8660, -2.2130], [2.2341, -3.1890, -0.4590], [-0.7382, -3.3079, -3.1229], [-1.6101, -1.7652, -2.8083], [0.0035, -1.7393, -3.5596], [-1.6746, 2.6979, 3.3147], [-2.0119, 2.8604, 1.5509], [-2.3953, 1.3226, 2.3978], [0.8055, 3.4108, 3.2487], [2.1212, 2.6197, 2.3054], [0.9463, 3.6845, 1.4806], [3.1899, 1.6614, -0.1223], [2.7895, 0.3449, 0.0000], [3.2713, -0.3564, -1.1016], [3.4472, -0.2453, 1.2491], [4.7724, -0.4768, 1.1098], [3.2864, 0.5751, 2.3360], [2.8934, -1.4578, 1.5660]], "atomic_forces_ev_per_a": [[0.133, 0.163, -0.231], [0.264, 0.104, -0.214], [-0.455, -0.033, 0.123], [0.035, -0.798, 0.448], [-0.019, 0.782, -0.455], [-0.101, -0.092, -0.106], [0.967, -0.152, 0.423], [-0.703, -0.378, 0.846], [1.730, -0.259, -0.369], [-0.146, -0.145, 0.671], [0.153, 0.094, -0.280], [0.108, -0.088, 0.262], [-0.047, 0.831, -0.896], [-0.082, -0.266, 0.379], [-0.093, -0.026, 0.065], [0.255, -0.515, 0.364], [0.013, 0.727, -0.984], [-2.895, 0.186, -0.354], [-0.322, 0.297, -0.190], [0.056, 0.173, 0.287], [-0.092, -0.268, -0.057], [0.067, 0.161, -0.242], [0.425, -0.069, -0.284], [0.060, -0.078, -0.358], [0.221, -0.177, -0.153], [-0.406, -0.029, -0.035], [1.404, -0.017, 0.762], [-0.183, 0.397, 0.081], [0.087, 0.266, 0.219], [-0.080, 0.100, -0.201], [-0.218, 0.280, -0.022], [-0.472, 0.090, 0.367], [0.036, -0.389, 0.442], [0.428, -0.288, -0.049], [0.124, 0.084, -0.305], [-0.591, -0.125, -0.084], [-0.232, -0.546, 0.260], [0.395, 0.297, -0.399], [0.719, -0.018, -0.446], [-0.862, 0.258, 0.659], [0.122, 0.183, 0.006], [0.008, -0.133, 0.163], [-0.145, 0.021, -0.176], [-0.047, 0.225, 0.020], [0.405, -0.214, 0.079], [-0.126, -0.136, 0.112], [-0.035, -0.195, -0.339], [0.005, -0.259, 0.344], [0.231, 0.323, -0.077], [0.169, -0.069, -0.250], [-0.384, 0.131, -0.056], [0.070, -0.184, 0.243], [0.370, -0.478, 0.028], [-0.959, -0.163, 0.168], [0.288, 0.311, 0.512], [0.481, -0.578, 0.204], [-0.459, 0.275, 0.185], [0.092, -0.628, -0.871], [0.237, 1.034, -0.239]]}

***

{"formula": "C19H29FN2O5S", "method": "wB97M-V/def2-TZVPD", "total_charge": 0, "homo_lumo_gap_ev": 10.160, "e_above_lowest_kcal_mol": 0.1, "smiles": "O=C(NC[C@H]1C[C@@H]2CC[C@H]1N2C(=O)[C@H]1CCS(=O)(=O)C1)[C@@H](F)C1CCOCC1", "homo_energy_ev": -9.68, "elements": ["O", "C", "N", "C", "C", "C", "C", "C", "C", "C", "N", "C", "O", "C", "C", "C", "S", "O", "O", "C", "C", "F", "C", "C", "C", "O", "C", "C", "H", "H", "H", "H", "H", "H", "H", "H", "H", "H", "H", "H", "H", "H", "H", "H", "H", "H", "H", "H", "H", "H", "H", "H", "H", "H", "H", "H", "H"], "coordinates": [[-0.0342, 0.8271, -2.7621], [-0.5008, -0.1102, -2.1374], [0.2338, -0.9389, -1.3656], [1.6814, -0.8358, -1.3447], [2.1726, 0.1276, -0.2686], [1.8321, -0.3676, 1.1648], [3.2159, -0.5739, 1.7948], [3.8342, 0.7995, 2.1046], [4.1494, 1.3467, 0.6858], [3.7078, 0.1844, -0.2243], [3.9882, -0.9905, 0.6155], [5.1266, -1.7205, 0.7124], [5.4527, -2.2839, 1.7430], [5.9777, -1.8490, -0.5589], [7.0609, -2.9197, -0.3588], [6.3590, -4.2785, -0.3997], [4.9996, -4.0818, -1.5615], [5.2821, -4.7716, -2.7929], [3.7458, -4.3008, -0.8835], [5.1998, -2.3113, -1.7928], [-1.9990, -0.3723, -2.1423], [-2.2389, -1.6869, -1.7151], [-2.7647, 0.5761, -1.2301], [-2.6240, 2.0402, -1.6486], [-3.4889, 2.9166, -0.7566], [-4.8498, 2.5273, -0.7856], [-5.0136, 1.1973, -0.3312], [-4.2486, 0.2073, -1.1943], [-0.2194, -1.7598, -1.0010], [2.0867, -1.8331, -1.1579], [2.0097, -0.4945, -2.3287], [1.7587, 1.1155, -0.4765], [1.2339, 0.3446, 1.7321], [1.2840, -1.3100, 1.1263], [3.2692, -1.3011, 2.5970], [3.1502, 1.4361, 2.6649], [4.7440, 0.6783, 2.6916], [3.6133, 2.2652, 0.4483], [5.2155, 1.5435, 0.5668], [4.1885, 0.1643, -1.1993], [6.4329, -0.8736, -0.7513], [7.7868, -2.8444, -1.1703], [7.5760, -2.7842, 0.5885], [6.9836, -5.0928, -0.7574], [5.9135, -4.5216, 0.5621], [4.2060, -1.8924, -1.9138], [5.7822, -2.1660, -2.7019], [-2.3524, -0.2945, -3.1726], [-2.3518, 0.4580, -0.2189], [-1.5858, 2.3686, -1.5984], [-2.9472, 2.1566, -2.6872], [-3.1186, 2.8755, 0.2792], [-3.4590, 3.9545, -1.0849], [-4.6743, 1.1212, 0.7130], [-6.0830, 0.9926, -0.3541], [-4.6524, 0.2358, -2.2116], [-4.3881, -0.8036, -0.8094]], "atomic_forces_ev_per_a": [[0.001, 0.000, -0.002], [-0.006, 0.065, 0.081], [0.002, -0.066, -0.133], [0.005, -0.057, 0.109], [-0.004, 0.058, -0.051], [0.004, -0.002, 0.001], [-0.007, -0.002, 0.002], [-0.001, 0.004, -0.003], [0.003, 0.001, 0.004], [-0.003, -0.001, -0.002], [0.003, 0.003, -0.004], [-0.001, -0.004, -0.002], [0.000, 0.001, 0.001], [0.002, 0.013, 0.005], [-0.004, -0.010, -0.004], [0.000, 0.005, 0.003], [0.005, 0.001, 0.000], [-0.002, 0.001, 0.000], [0.000, -0.002, 0.000], [0.002, -0.003, 0.004], [0.001, -0.004, -0.007], [-0.002, 0.001, 0.000], [0.000, -0.002, 0.005], [0.004, 0.000, -0.001], [-0.001, 0.001, 0.000], [0.000, 0.000, -0.001], [0.000, 0.000, 0.001], [0.000, 0.000, -0.002], [0.002, 0.000, 0.002], [0.001, 0.001, -0.002], [0.000, -0.001, 0.000], [0.000, 0.000, -0.001], [0.001, 0.001, 0.000], [-0.001, 0.000, 0.001], [0.002, 0.001, -0.001], [0.001, 0.000, 0.001], [0.001, -0.002, -0.001], [-0.002, -0.001, 0.000], [-0.001, 0.001, -0.001], [0.003, 0.000, 0.001], [-0.001, -0.001, -0.001], [-0.001, 0.004, 0.000], [0.000, -0.002, 0.001], [-0.002, -0.002, 0.000], [0.003, -0.001, 0.001], [-0.005, -0.002, -0.004], [0.000, 0.001, 0.000], [0.000, 0.001, 0.001], [-0.001, 0.001, 0.000], [-0.001, 0.000, 0.000], [-0.002, -0.001, 0.000], [0.000, 0.000, 0.000], [0.000, 0.000, 0.000], [0.000, 0.000, 0.000], [0.000, 0.000, 0.000], [0.001, 0.000, 0.000], [0.000, 0.000, 0.001]]}

***

{"formula": "C19H29IrN7", "method": "wB97M-V/def2-TZVPD", "total_charge": 3, "homo_lumo_gap_ev": [7.388, 7.449], "spin_multiplicity": 5, "homo_energy_ev": [-17.05, -18.64], "elements": ["Ir", "C", "C", "N", "C", "C", "N", "C", "C", "N", "C", "C", "N", "C", "C", "C", "C", "C", "C", "C", "N", "H", "H", "H", "H", "H", "H", "H", "H", "H", "H", "H", "H", "H", "H", "H", "H", "H", "H", "H", "H", "H", "H", "H", "C", "N", "C", "C", "N", "C", "H", "H", "H", "H", "H", "H"], "coordinates": [[-0.2465, -0.9948, 0.5336], [4.3698, -0.5504, 1.7550], [2.9846, -0.6567, 1.2084], [1.9402, -1.0373, 1.8224], [1.8843, -1.3678, 3.2351], [0.4763, -1.0322, 3.6684], [-0.4476, -1.6043, 2.6497], [-1.8642, -1.5675, 3.0893], [-2.6707, -2.1321, 1.9555], [-2.3328, -1.3514, 0.7206], [-3.1125, -0.0548, 0.6247], [-2.2735, 1.1815, 0.9380], [-1.0989, 1.0468, 0.0843], [-0.7502, 1.8674, -0.8212], [-1.3214, 3.2458, -0.9893], [0.8116, -0.0218, -1.7264], [1.7714, -0.3192, -2.8427], [3.1064, -0.3578, -2.5961], [3.5976, -0.2720, -1.2726], [2.6713, -0.3197, -0.2133], [1.3920, -0.2046, -0.4243], [4.8653, -1.5237, 1.6965], [4.3596, -0.2485, 2.8004], [4.9669, 0.1679, 1.1970], [2.6138, -0.8211, 3.8323], [2.0896, -2.4352, 3.3578], [0.3105, 0.0438, 3.7072], [0.2509, -1.4572, 4.6474], [-0.2012, -2.5945, 2.5666], [-2.1295, -0.5350, 3.3137], [-2.0000, -2.1512, 4.0010], [-3.7417, -2.0824, 2.1492], [-2.4136, -3.1762, 1.7687], [-2.6133, -1.9313, -0.0662], [-3.9823, -0.1124, 1.2779], [-3.4758, 0.0210, -0.3994], [-1.9596, 1.2200, 1.9806], [-2.8696, 2.0695, 0.7286], [-1.6180, 3.6753, -0.0353], [-2.2003, 3.2257, -1.6401], [-0.5862, 3.9078, -1.4460], [1.3827, -0.4353, -3.8462], [3.8057, -0.4990, -3.4100], [4.6591, -0.3050, -1.0711], [-0.5053, 2.4132, -4.1552], [-0.5537, 1.3128, -3.1745], [-1.3419, 0.2503, -3.3458], [-1.3203, -0.8161, -2.4347], [-0.3278, -0.9455, -1.5574], [0.2214, 1.3962, -1.9216], [-0.8752, 2.0491, -5.1097], [0.5267, 2.7379, -4.2751], [-1.1157, 3.2527, -3.8265], [-2.0036, 0.2458, -4.2025], [-2.1208, -1.5460, -2.4441], [1.0159, 2.1292, -2.0625]], "atomic_forces_ev_per_a": [[-0.279, -0.290, 0.317], [-0.069, 0.015, -0.034], [0.076, 0.014, -0.030], [0.075, 0.088, 0.089], [-0.018, 0.003, -0.121], [-0.084, -0.048, 0.001], [-0.034, 0.082, -0.008], [0.070, -0.041, 0.011], [-0.072, 0.010, -0.053], [0.035, 0.031, -0.046], [-0.038, -0.074, 0.010], [0.079, -0.030, -0.083], [0.133, 0.179, 0.145], [-0.139, -0.030, -0.039], [0.032, -0.052, -0.042], [0.048, -0.091, 0.062], [-0.010, 0.011, -0.021], [-0.017, 0.006, 0.076], [0.045, -0.004, -0.018], [0.113, 0.013, 0.036], [0.155, -0.002, -0.189], [-0.010, -0.008, -0.013], [0.014, -0.009, 0.005], [-0.014, 0.005, -0.006], [0.018, 0.031, -0.017], [-0.015, -0.013, 0.011], [0.031, 0.013, -0.013], [-0.012, 0.010, 0.013], [0.026, -0.012, 0.027], [-0.012, 0.006, -0.002], [0.001, -0.014, 0.003], [-0.015, -0.013, -0.025], [0.038, 0.001, 0.021], [-0.091, 0.022, -0.002], [0.005, -0.005, 0.017], [-0.008, 0.015, -0.013], [0.012, -0.002, 0.004], [0.005, 0.008, -0.013], [0.010, -0.002, 0.006], [0.002, -0.005, 0.009], [-0.008, -0.002, 0.007], [0.003, -0.010, 0.016], [-0.004, 0.002, 0.004], [-0.010, -0.003, -0.009], [0.018, -0.114, 0.106], [0.009, 0.095, -0.057], [-0.008, -0.044, 0.003], [0.063, 0.027, 0.043], [-0.081, 0.078, -0.145], [-0.101, 0.125, -0.043], [-0.016, 0.010, -0.003], [0.006, 0.000, -0.008], [0.005, 0.015, -0.007], [0.007, 0.001, 0.013], [0.012, -0.002, -0.009], [0.016, 0.007, 0.011]]}